1.
Formula: C28H38N4RhS3
Source: the Open Molecules 2025 dataset
Level of theory: ωB97M-V/def2-TZVPD

Values from the calculation:
Maximum force (eV/Å): 0.54
Multiplicity: 1
Energy (hartree): -2613.034219
Molecular weight (g mol⁻¹): 629.7
Net charge: +3

Geometry as XYZ:
```
74
Properties=species:S:1:pos:R:3:forces:R:3
Rh 0.256378 0.282446 -0.200315 -0.22 -0.14 0.05
C -1.227369 3.819701 5.811213 -0.02 0.00 0.03
C -0.900923 2.319637 5.748530 0.01 0.00 -0.04
C -2.130997 1.504150 6.193251 -0.02 0.03 0.02
C 0.271838 2.019305 6.681521 0.02 -0.03 0.00
C -0.605512 1.916283 4.317637 0.00 -0.01 0.00
C -1.421136 2.334173 3.260752 0.00 -0.02 -0.01
C -1.179122 1.892909 1.982868 0.07 0.19 -0.05
N -0.169613 1.068448 1.662258 -0.03 -0.15 0.00
C 0.668696 0.695734 2.657938 0.08 -0.04 0.05
C 0.459446 1.084341 3.966518 0.06 0.07 -0.04
C 1.767121 -0.207847 2.260566 -0.06 -0.06 -0.01
C 2.780405 -0.601149 3.105196 -0.11 -0.06 0.02
C 3.691196 -1.592984 2.721472 0.07 0.01 0.08
C 3.483449 -2.167769 1.463614 -0.01 -0.04 -0.06
C 2.495609 -1.690628 0.639535 -0.08 -0.04 -0.09
N 1.663931 -0.693408 0.997090 0.24 0.48 0.01
C 4.843886 -2.028198 3.604383 -0.05 -0.01 -0.03
C 6.114257 -1.383879 3.013598 0.03 -0.03 0.02
C 4.664300 -1.564527 5.050336 -0.01 0.01 0.01
C 4.983236 -3.559051 3.574579 0.00 0.00 0.00
H -1.341186 4.111282 6.854591 -0.01 0.00 -0.01
H -2.165909 4.063413 5.313290 0.01 0.01 -0.03
H -0.428954 4.427729 5.382909 0.01 0.00 0.00
H -2.416726 1.814829 7.198092 0.01 -0.01 0.01
H -1.916077 0.434927 6.218712 0.00 -0.01 -0.02
H -2.986092 1.675136 5.537538 -0.01 0.00 0.00
H 0.021302 2.354132 7.686814 0.00 0.01 0.00
H 1.179745 2.544993 6.377786 0.01 0.01 0.00
H 0.482030 0.950238 6.752293 0.00 0.00 0.00
H -2.259111 2.995209 3.430189 -0.01 0.01 0.01
H -1.809144 2.211387 1.167878 0.16 0.02 0.12
H 1.133138 0.728593 4.729442 0.00 0.02 0.02
H 2.851548 -0.164152 4.088235 0.01 0.00 0.02
H 4.095967 -2.988949 1.120612 0.00 0.00 -0.01
H 2.312713 -2.135176 -0.326888 0.08 0.04 -0.13
H 6.081910 -0.295641 3.084504 -0.01 0.01 -0.02
H 6.261313 -1.667241 1.970372 0.01 0.00 -0.01
H 6.979802 -1.732453 3.576986 0.00 0.01 0.01
H 4.673614 -0.476724 5.143069 0.00 0.01 0.00
H 5.495426 -1.935723 5.647501 0.00 0.00 0.00
H 3.744932 -1.955152 5.491846 0.00 -0.01 0.01
H 5.335902 -3.926950 2.611114 -0.02 0.00 -0.01
H 4.044395 -4.057102 3.821507 0.00 0.00 0.01
H 5.722155 -3.859669 4.316094 0.01 0.01 -0.01
C 3.466819 -0.352270 -2.099056 -0.02 -0.13 0.08
C 2.102226 -0.508365 -2.687528 0.01 -0.04 -0.10
N 0.923688 -0.328428 -2.106348 0.02 0.03 0.06
C -0.107415 -0.375761 -3.032019 0.00 -0.05 -0.06
C 0.278344 -0.694989 -4.288803 0.00 0.06 0.04
S 1.969157 -0.868098 -4.345987 -0.01 0.03 0.04
C -1.432428 -0.042883 -2.546343 -0.12 -0.03 -0.11
C -2.605714 -0.078497 -3.218997 0.02 -0.04 0.05
S -3.895087 0.221585 -2.153124 0.04 0.02 0.03
C -2.828855 0.418400 -0.846122 -0.20 -0.14 0.10
N -1.557038 0.288435 -1.200445 0.16 0.21 -0.07
C -3.401245 0.566660 0.527227 -0.11 -0.11 -0.04
H 3.440381 0.102931 -1.114968 -0.05 -0.05 0.09
H 4.073953 0.270987 -2.756063 0.00 0.00 0.02
H 3.971180 -1.315247 -2.015676 0.02 -0.02 0.00
H -0.331005 -0.805242 -5.171141 0.00 -0.02 -0.01
H -2.773652 -0.307624 -4.258884 0.00 -0.01 -0.01
H -4.342321 0.020133 0.574326 -0.01 0.00 0.00
H -3.628358 1.603596 0.773753 -0.06 -0.04 -0.04
H -2.736490 0.144879 1.277759 -0.07 -0.01 -0.05
C 2.226657 2.797904 -0.509320 -0.04 0.05 0.01
S 0.624324 2.299942 -1.156198 0.25 0.06 0.05
C -0.362175 3.652789 -0.508335 -0.06 -0.02 -0.04
H 2.172986 2.958318 0.565583 0.00 -0.02 0.02
H 2.492929 3.724898 -1.019417 -0.01 0.02 0.02
H 2.958710 2.037239 -0.758873 -0.01 0.00 -0.01
H -0.000784 4.528453 -1.051822 0.00 0.00 -0.01
H -0.222528 3.794331 0.559537 0.00 0.00 -0.03
H -1.405125 3.494084 -0.776427 0.01 -0.03 0.04
```
Forces are in eV/Å.

=====

2.
Formula: C5H6O2
Source: the Open Molecules 2025 dataset
Level of theory: ωB97M-V/def2-TZVPD

Values from the calculation:
Maximum force (eV/Å): 0.70
Multiplicity: 1
Energy (hartree): -344.502809
Molecular weight (g mol⁻¹): 98.1
SMILES: O=CCC#CCO
Net charge: 0

Geometry as XYZ:
```
13
Properties=species:S:1:pos:R:3:forces:R:3
O -1.127084 0.853502 -1.145221 -0.40 -0.37 0.33
C -1.887303 0.170776 -0.503721 0.05 0.22 -0.22
C -1.491941 -0.926546 0.478835 -0.10 0.03 0.03
C -0.045136 -0.976127 0.555388 0.37 0.57 0.17
C 1.000636 -0.378163 0.560909 -0.39 -0.29 -0.09
C 2.158971 0.409943 0.173345 0.29 -0.27 0.24
O 1.864540 1.208656 -0.954282 -0.05 -0.04 -0.13
H -2.976453 0.327057 -0.588526 -0.05 -0.01 -0.05
H -1.874013 -0.626715 1.461606 -0.25 -0.07 -0.09
H -2.008690 -1.850711 0.201492 0.09 0.04 -0.01
H 2.520785 1.047749 0.987786 -0.10 -0.11 -0.04
H 2.934500 -0.329835 -0.040831 0.35 0.25 -0.23
H 0.931192 1.070417 -1.186784 0.18 0.05 0.09
```
Forces are in eV/Å.

=====

3.
Formula: C24H42AlCaCl3IO16PS
Source: the Open Molecules 2025 dataset
Level of theory: ωB97M-V/def2-TZVPD

Values from the calculation:
Maximum force (eV/Å): 7.70
Multiplicity: 1
Energy (hartree): -5480.984951
Molecular weight (g mol⁻¹): 949.9
Net charge: 0

Geometry as XYZ:
```
90
Properties=species:S:1:pos:R:3:forces:R:3
C -0.182080 -1.940411 1.422737 -0.05 0.29 0.01
C 0.528937 -3.169534 0.945257 -0.34 -1.27 0.01
C 0.772264 -4.204144 2.060889 -0.31 1.58 -1.12
C 1.763335 -3.759187 3.075005 1.05 -1.25 -0.77
O 1.719691 -4.812878 4.030179 -0.53 0.05 -0.70
C 1.394906 -4.498258 5.281339 -0.55 -1.03 0.89
O 1.799167 -3.570294 5.871373 0.95 2.30 0.71
C 3.157409 -3.644039 2.413294 0.06 -0.20 1.93
I 4.308003 -5.406259 2.982323 0.03 -0.12 -0.83
C 3.985754 -2.440254 2.823585 -0.21 0.62 -0.58
C 3.283729 -1.078781 2.833682 -0.41 -0.79 0.29
H -0.597177 -1.406840 0.593603 -0.21 0.46 -0.59
H 0.460861 -1.253291 1.937994 0.36 0.36 0.31
H -0.998625 -2.188155 2.070460 -0.48 -0.24 0.47
H -0.142881 -3.630327 0.216378 -0.35 -0.22 -0.41
H 1.417371 -2.916766 0.389662 0.65 0.28 -0.22
H -0.155305 -4.371667 2.565281 -0.71 -0.66 0.15
H 1.159334 -5.142356 1.641716 -0.17 -0.21 1.55
H 1.404248 -2.816967 3.465127 0.18 0.41 0.58
H 0.730692 -5.192198 5.757172 -0.31 -0.95 -0.09
H 3.083812 -3.743714 1.349650 -0.03 0.26 -0.68
H 4.508367 -2.641580 3.732189 0.16 -0.01 0.82
H 4.742821 -2.341813 2.071809 0.72 -0.09 -0.40
H 2.502696 -1.055388 2.096210 -0.27 0.22 -0.64
H 3.983034 -0.298150 2.633694 0.40 0.61 -0.11
H 2.782550 -0.788807 3.767393 0.96 -0.27 -0.16
Ca 1.419306 -5.803534 -0.117543 0.21 0.16 -1.13
O 1.409582 3.183783 4.609260 0.01 0.08 -0.36
S 1.433544 1.855959 5.144823 0.49 1.16 1.18
O 2.782946 1.326276 5.439138 -0.33 -0.76 -0.35
O 0.910681 0.859700 4.025105 -0.40 -0.95 -0.71
O 0.531521 1.635241 6.273504 -0.10 -0.61 -0.23
C -3.647098 -2.187465 -0.001145 0.01 0.08 0.10
Cl -3.048144 -2.736944 -1.572223 0.11 -0.03 -0.09
Cl -3.523372 -3.464609 1.221165 0.03 0.02 0.00
H -3.056144 -1.336375 0.308897 0.12 0.11 0.01
H -4.685169 -1.904180 -0.104437 -0.10 -0.10 -0.04
Al 1.108083 -0.719764 4.790056 -0.75 1.22 0.98
C 3.214797 -0.708244 -3.783516 -0.14 0.35 0.02
C 2.721897 -0.479177 -2.489284 -0.16 -0.25 -0.07
C 1.453082 -0.922297 -2.152409 0.19 -0.23 -0.14
C 0.679374 -1.612724 -3.098982 0.05 -0.17 0.46
C 1.178452 -1.842341 -4.377615 -0.22 -0.20 -0.02
C 2.425965 -1.386644 -4.720336 0.32 -0.04 -0.03
H 4.199448 -0.374566 -4.065441 0.14 -0.15 0.13
H 3.329918 0.044432 -1.764759 0.00 0.11 -0.05
H 1.058851 -0.740607 -1.159025 -0.06 0.10 -0.03
H -0.309045 -1.970954 -2.836739 -0.07 0.14 0.01
H 0.579125 -2.378964 -5.101164 -0.07 0.04 -0.02
H 2.808031 -1.554975 -5.716433 0.04 0.08 -0.05
C -3.887025 -1.798320 -5.640024 0.08 -0.17 0.27
O -3.230136 -3.054148 -5.459179 -0.01 0.12 -0.14
H -3.872530 -1.566075 -6.700080 0.03 -0.04 -0.05
H -4.924926 -1.853475 -5.300420 -0.01 0.08 -0.06
H -3.368110 -1.006553 -5.093817 -0.05 0.06 -0.06
H -3.247434 -3.252883 -4.521237 -0.03 -0.04 0.08
C -1.392059 3.936230 1.197407 0.23 -0.11 0.19
O -1.128757 3.650757 -0.196703 -2.90 1.76 0.34
P -2.165808 2.674399 -1.013799 4.91 -5.73 -1.54
O -1.994803 1.394769 -0.234872 -1.09 0.81 0.66
O -1.254269 2.751415 -2.316136 0.08 0.32 -0.45
C 0.178245 2.763573 -2.208045 0.22 0.04 -0.28
O -3.407587 2.232417 -2.011488 -1.35 2.86 1.28
C -4.749046 2.389842 -1.508358 0.08 -0.24 -0.02
H -0.725994 4.740261 1.497777 0.06 0.00 -0.10
H -2.420422 4.255737 1.351569 -0.04 0.03 0.01
H -1.183723 3.056910 1.802240 -0.01 -0.07 -0.06
H 0.513457 2.086012 -1.425357 -0.04 -0.01 0.11
H 0.533186 3.769104 -2.010500 0.12 -0.01 0.08
H 0.588424 2.434872 -3.160395 -0.13 -0.04 -0.06
H -4.963276 3.430598 -1.267639 -0.06 0.03 -0.03
H -4.899953 1.770230 -0.622518 0.03 0.00 0.03
H -5.431998 2.069213 -2.289684 0.07 -0.03 -0.07
O 2.004838 5.999250 -2.420347 0.38 -0.09 -0.08
C 1.060138 6.711745 -2.307643 -0.39 -0.18 0.24
O 1.159906 8.063397 -2.217764 -0.10 0.12 -0.05
C -0.133445 8.643624 -1.979958 -0.14 -0.06 -0.04
C -1.136294 7.607008 -2.478333 0.06 -0.16 0.10
C -0.398985 6.294752 -2.197544 -0.21 0.67 -0.34
H -0.233908 8.837979 -0.910136 0.00 -0.03 0.02
H -0.204641 9.586345 -2.515013 0.17 0.04 -0.03
H -2.109092 7.684378 -1.996806 0.02 0.04 0.07
H -1.284903 7.721141 -3.552053 0.01 0.03 -0.03
H -0.582564 5.928436 -1.187309 0.04 -0.12 -0.03
H -0.639382 5.526322 -2.925788 0.11 -0.21 0.14
C -1.629002 -6.467184 5.496892 -0.31 0.30 -0.27
O -0.810994 -7.170304 6.086037 -0.02 0.05 -0.09
O -2.857707 -6.400398 5.766463 0.31 -0.02 -0.05
O -1.338649 -5.695751 4.522554 0.08 -0.23 0.25
Cl 3.180687 1.785401 -4.830894 -0.12 -0.07 0.04
```
Forces are in eV/Å.

=====

4.
Formula: C3H8N3O
Source: the Open Molecules 2025 dataset
Level of theory: ωB97M-V/def2-TZVPD

Values from the calculation:
Maximum force (eV/Å): 1.10
Multiplicity: 1
Energy (hartree): -358.333087
Molecular weight (g mol⁻¹): 102.1
SMILES: N/C(O)=[NH+]/N1CC1
Net charge: +1

Geometry as XYZ:
```
15
Properties=species:S:1:pos:R:3:forces:R:3
N 1.267289 1.532104 -2.146308 0.06 0.30 -0.03
C 0.578119 1.343891 -1.035947 -0.22 -0.33 0.33
O 0.173236 2.389840 -0.377996 0.11 0.27 -0.19
N 0.300052 0.118505 -0.603613 0.05 -0.37 -0.09
N -0.416737 0.027961 0.580620 -0.08 1.09 0.18
C -0.124408 -1.011934 1.539225 0.36 -0.30 0.45
C -1.392789 -1.018729 0.778689 -0.50 -0.27 -0.13
H 1.656071 0.769184 -2.680185 -0.11 0.06 0.11
H 1.471560 2.473019 -2.449776 -0.05 -0.03 0.07
H -0.339486 2.195562 0.441440 0.32 -0.55 -0.53
H 0.605044 -0.711408 -1.110673 -0.06 0.23 0.10
H -0.110424 -0.674840 2.566348 0.02 -0.01 0.00
H 0.628551 -1.751410 1.299431 -0.01 -0.02 -0.17
H -1.526073 -1.759043 0.001732 0.12 -0.05 -0.07
H -2.306018 -0.684915 1.250594 -0.03 -0.02 -0.03
```
Forces are in eV/Å.

=====

5.
Formula: C35H46BN4O2Sn
Source: the Open Molecules 2025 dataset
Level of theory: ωB97M-V/def2-TZVPD

Values from the calculation:
Maximum force (eV/Å): 1.06
Multiplicity: 1
Energy (hartree): -1969.874144
Molecular weight (g mol⁻¹): 684.3
Net charge: +1

Geometry as XYZ:
```
89
Properties=species:S:1:pos:R:3:forces:R:3
Sn 0.338309 0.413380 0.281745 0.41 -0.12 -0.47
C -2.348291 -1.440320 1.042945 -0.47 -0.23 -0.35
C -3.208491 -0.522020 0.175745 0.07 0.01 0.09
C -2.651791 -0.216220 -1.183155 -0.47 -0.14 -0.24
C -3.311191 -0.642220 -2.332955 0.03 0.03 0.03
C -2.839191 -0.257520 -3.576355 0.08 0.06 0.09
C -1.732991 0.574980 -3.639055 -0.16 -0.09 -0.10
C -1.109191 0.908480 -2.457255 0.05 0.14 -0.21
N -1.541491 0.510980 -1.267055 -0.07 -0.04 0.18
N -1.216191 -0.838320 1.761245 0.26 0.27 -0.20
C -1.651091 0.065080 2.839245 0.09 0.18 0.41
C -2.267291 1.356380 2.372845 -0.27 0.34 0.21
C -3.423691 1.877680 2.946345 0.14 -0.05 -0.05
C -3.977891 3.023780 2.397945 0.14 -0.07 -0.07
C -3.344691 3.631980 1.325445 -0.04 0.00 0.00
C -2.158791 3.082180 0.872545 -0.07 0.07 -0.03
N -1.644091 1.978180 1.384145 0.05 -0.33 0.15
C -0.447591 -1.954220 2.346245 0.18 -0.45 0.11
C 1.044009 -1.806820 2.293345 0.25 -0.15 0.05
C 1.861709 -2.931220 2.291545 0.06 0.09 0.00
C 3.232309 -2.754020 2.300745 -0.18 0.03 0.12
C 3.742409 -1.464220 2.364145 0.00 0.07 -0.06
C 2.855409 -0.406620 2.323645 0.39 0.00 0.09
N 1.538609 -0.576020 2.272245 -0.46 -0.14 0.34
H -1.929791 -2.204720 0.390745 -0.03 -0.09 0.11
H -3.008191 -1.931120 1.771245 0.07 -0.02 0.04
H -3.390991 0.415180 0.692745 -0.25 0.01 -0.12
H -4.175591 -1.008120 0.044345 0.02 -0.03 0.03
H -4.182791 -1.276020 -2.251355 -0.07 0.02 0.05
H -3.326891 -0.600120 -4.478155 -0.06 0.04 -0.04
H -1.359891 0.938080 -4.582755 0.10 0.02 -0.06
H -0.221291 1.522280 -2.439355 0.20 0.03 -0.09
H -0.758191 0.318880 3.418145 -0.02 -0.09 0.04
H -2.359291 -0.448420 3.502345 0.09 -0.06 -0.02
H -3.886091 1.394380 3.792045 -0.10 -0.15 0.05
H -4.901491 3.423080 2.784545 -0.09 0.07 0.10
H -3.760491 4.506080 0.850945 -0.01 0.12 -0.01
H -1.588491 3.518280 0.066045 -0.01 0.16 -0.18
H -0.681391 -2.871220 1.809145 -0.10 0.06 0.01
H -0.731991 -2.112120 3.394745 -0.12 0.06 -0.06
H 1.425209 -3.915920 2.258645 -0.06 -0.14 -0.03
H 3.893509 -3.606420 2.266945 0.06 -0.07 0.05
H 4.804609 -1.289820 2.430245 0.08 0.06 -0.04
H 3.184709 0.622080 2.338845 0.11 0.05 -0.09
C 1.445309 3.436780 3.321445 0.11 0.14 -0.03
C 1.754509 4.474980 2.236245 -0.25 0.07 0.15
C 0.559409 5.418980 2.125345 0.28 0.00 0.03
C 2.085809 3.756480 0.948545 0.00 0.09 -0.05
C 3.171009 2.885180 0.899445 0.02 0.03 -0.14
C 3.455109 2.150180 -0.237155 -0.06 0.07 -0.13
C 2.672609 2.268280 -1.382655 -0.07 0.24 -0.01
C 2.968809 1.468180 -2.615355 0.07 0.01 0.01
C 1.631209 3.188480 -1.354255 0.27 0.04 -0.06
C 1.338009 3.910680 -0.209955 0.12 0.06 0.03
H 1.031609 3.922580 4.201945 -0.01 0.02 0.14
H 2.341409 2.904280 3.619645 0.13 -0.21 0.09
H 0.719409 2.713580 2.946945 -0.07 -0.05 -0.02
H 2.629809 5.064780 2.539945 -0.08 -0.12 0.00
H -0.337991 4.851980 1.875945 -0.10 0.07 -0.03
H 0.722309 6.194280 1.379845 -0.07 0.06 -0.10
H 0.393309 5.909080 3.084345 -0.03 0.01 0.00
H 3.828309 2.802980 1.753245 0.04 -0.02 0.17
H 4.313509 1.494080 -0.253455 0.09 -0.14 0.04
H 3.761609 1.938980 -3.196055 0.05 -0.01 -0.08
H 2.090509 1.382680 -3.252555 -0.03 -0.02 -0.06
H 3.295109 0.464080 -2.353455 0.03 -0.11 -0.03
H 1.063609 3.386180 -2.252455 -0.12 -0.08 -0.14
H 0.532209 4.624580 -0.240655 -0.15 0.10 0.01
C -1.642491 -3.983020 -1.808355 0.37 0.16 0.12
C -0.124591 -3.835420 -1.642455 -0.42 -0.43 -0.45
C 0.470309 -5.211820 -1.354455 -0.07 0.45 0.05
O 0.096009 -2.966820 -0.516955 0.15 -0.31 0.41
B 0.442009 -1.712320 -0.963955 -0.31 0.64 0.80
O 0.588709 -1.705020 -2.317455 0.06 0.55 -0.44
C 0.539809 -3.046420 -2.823255 0.30 -0.62 -0.24
C 1.991009 -3.475720 -3.063355 -0.33 0.22 0.12
C -0.224491 -3.065820 -4.145155 0.15 0.13 0.38
H -2.065991 -4.373820 -0.883855 -0.01 -0.05 0.05
H -1.873791 -4.676220 -2.611955 -0.10 -0.04 -0.10
H -2.099991 -3.017120 -2.015655 -0.06 0.02 -0.07
H -0.088991 -5.679920 -0.546255 -0.04 -0.05 0.03
H 1.509009 -5.138120 -1.047155 0.11 -0.03 -0.04
H 0.394309 -5.842520 -2.237055 0.03 -0.11 -0.05
H 2.540109 -3.448520 -2.124855 0.13 -0.06 0.05
H 2.458809 -2.773620 -3.749555 0.01 0.04 -0.07
H 2.041709 -4.472220 -3.490255 0.07 -0.14 -0.03
H -1.215691 -2.631120 -4.048255 -0.08 -0.02 0.05
H -0.312791 -4.084320 -4.513655 -0.03 -0.12 -0.08
H 0.326509 -2.480020 -4.877355 0.06 0.02 -0.07
```
Forces are in eV/Å.

=====

net charge of number 1 (C28H38N4RhS3)?
+3